1.
Density functional theory data (the ωB97M-V functional and the def2-TZVPD basis) for 2 unconnected molecules or ions with the total composition C3H7O3 in a non-equilibrium geometry.

Calculated values
ΔE to the lowest compared entry with this formula, charge and spin	25.54	kcal/mol
charge	-1
Kohn-Sham gap	7.667	eV
LUMO	0.1379	Ha

Structure (XYZ):
```
13
C3H7O3 | OMol25 | the ωB97M-V functional and the def2-TZVPD basis
C -2.699 0.005 -0.355
O -3.439 -1.206 -0.211
H -3.070 -1.665 0.546
H -2.952 0.778 0.377
H -2.826 0.361 -1.373
H -1.623 -0.149 -0.210
C 2.859 0.180 -0.590
C 1.569 0.353 0.252
O 0.825 1.297 -0.111
O 1.410 -0.421 1.221
H 3.236 -0.844 -0.507
H 3.589 0.818 -0.127
H 2.669 0.375 -1.643
```

***

2.
Density functional theory data (the ωB97M-V functional and the def2-TZVPD basis) for a molecular structure, C15H18N5O3Os in a non-equilibrium geometry.

Calculated values
spin multiplicity	5
ΔE to the lowest compared entry with this formula, charge and spin	5.09	kcal/mol
charge	+3
expectation value of S²	6.0608
Kohn-Sham gap (spin up / spin down)	7.135 / 5.613	eV
LUMO (spin up / spin down)	-0.4044 / -0.5146	Ha

Structure (XYZ):
```
42
C15H18N5O3Os | OMol25 | the ωB97M-V functional and the def2-TZVPD basis
Os 0.045 -0.389 0.269
C 1.423 -0.892 3.677
C 1.368 -0.062 2.446
C 0.385 0.940 2.277
C 0.462 1.893 1.223
C -0.471 3.062 1.181
C 1.521 1.780 0.292
C 2.442 0.725 0.357
C 3.637 0.681 -0.537
C 2.267 -0.257 1.371
H 0.742 -1.743 3.606
H 1.110 -0.316 4.548
H 2.422 -1.289 3.845
H -0.339 1.092 3.069
H -1.361 2.854 0.580
H 0.016 3.926 0.734
H -0.812 3.328 2.180
H 1.664 2.564 -0.441
H 3.528 -0.051 -1.341
H 4.520 0.375 0.025
H 3.827 1.654 -0.985
H 3.007 -1.046 1.449
N -1.421 -0.490 -3.874
C -0.171 -0.484 -4.346
C 0.682 -0.351 -3.218
N -0.056 -0.276 -2.120
C -1.355 -0.368 -2.512
C -2.341 -0.379 -1.515
N -1.941 -0.332 -0.210
C -3.046 -0.404 0.549
C -4.162 -0.483 -0.291
N -3.697 -0.463 -1.551
H -2.247 -0.577 -4.458
H 0.074 -0.574 -5.396
H 1.760 -0.321 -3.218
H -3.017 -0.421 1.628
H -5.213 -0.551 -0.047
H -4.291 -0.509 -2.373
O -0.348 -4.185 0.940
N -0.253 -3.026 0.802
O -0.505 -2.155 1.705
O 0.145 -2.479 -0.320
```

***

3.
Density functional theory data (the ωB97M-V functional and the def2-TZVPD basis) for a molecular structure, C46H42F4LaN5O2P2 in a non-equilibrium geometry.

Calculated values
ΔE to the lowest compared entry with this formula, charge and spin	0.00	kcal/mol
charge	+2
Kohn-Sham gap	6.101	eV
LUMO	-0.2257	Ha

Structure (XYZ):
```
102
C46H42F4LaN5O2P2 | OMol25 | the ωB97M-V functional and the def2-TZVPD basis
La -0.130 0.067 0.225
C -0.659 2.576 2.526
N -1.336 1.294 2.255
C -2.785 1.525 2.179
C -1.026 0.334 3.346
C -1.506 -1.085 3.070
N -1.074 -1.523 1.741
C -1.289 -2.821 1.340
C -0.844 -3.207 0.071
F -0.178 -2.242 -0.671
C -0.999 -4.448 -0.491
F -0.506 -4.657 -1.720
C -1.633 -5.452 0.207
C -2.086 -5.121 1.468
F -2.713 -6.038 2.204
C -1.930 -3.861 2.023
F -2.424 -3.662 3.259
H -1.025 3.026 3.455
H -0.850 3.276 1.711
H 0.416 2.415 2.619
H -3.163 1.932 3.123
H -3.306 0.594 1.965
H -2.999 2.240 1.384
H -1.488 0.676 4.279
H 0.057 0.341 3.484
H -2.593 -1.143 3.181
H -1.095 -1.715 3.863
H -1.776 -6.440 -0.206
C 2.210 4.665 -2.850
C 1.076 4.407 -3.615
C 0.091 3.557 -3.145
C 0.257 2.971 -1.899
C 1.384 3.216 -1.134
C 2.366 4.073 -1.607
N -0.732 2.095 -1.316
N -1.840 2.153 -1.851
C -2.849 1.231 -1.387
C -4.145 1.572 -1.695
C -5.159 0.698 -1.323
C -4.824 -0.493 -0.707
C -3.487 -0.759 -0.453
N -2.508 0.095 -0.772
H 2.974 5.334 -3.226
H 0.961 4.872 -4.585
H -0.792 3.347 -3.732
H 1.486 2.761 -0.153
H 3.242 4.283 -1.007
H -4.340 2.500 -2.216
H -6.192 0.938 -1.537
H -5.576 -1.219 -0.429
H -3.187 -1.689 0.014
O 1.796 0.536 1.418
P 3.128 -0.229 1.335
C 3.946 0.237 -0.221
P 3.031 -0.126 -1.757
O 1.531 -0.044 -1.493
C 3.501 -1.740 -2.330
C 2.527 -2.722 -2.481
C 2.893 -3.990 -2.917
C 4.223 -4.270 -3.195
C 5.197 -3.284 -3.055
C 4.838 -2.016 -2.632
C 3.585 1.040 -2.975
C 4.828 1.671 -2.894
C 5.255 2.484 -3.934
C 4.448 2.662 -5.051
C 3.210 2.035 -5.132
C 2.775 1.223 -4.097
C 2.911 -1.990 1.389
C 3.705 -2.876 0.656
C 3.534 -4.243 0.811
C 2.574 -4.727 1.692
C 1.794 -3.851 2.438
C 1.969 -2.484 2.298
C 4.188 0.216 2.686
C 4.049 1.488 3.249
C 4.878 1.871 4.292
C 5.844 0.992 4.765
C 5.986 -0.272 4.206
C 5.158 -0.667 3.167
H 4.945 -0.208 -0.249
H 4.063 1.323 -0.155
H 1.493 -2.504 -2.255
H 2.137 -4.755 -3.037
H 4.505 -5.258 -3.534
H 6.230 -3.503 -3.293
H 5.600 -1.246 -2.553
H 5.470 1.542 -2.030
H 6.218 2.974 -3.877
H 4.787 3.290 -5.864
H 2.585 2.177 -6.005
H 1.810 0.732 -4.162
H 4.453 -2.518 -0.038
H 4.147 -4.929 0.241
H 2.436 -5.795 1.803
H 1.058 -4.233 3.134
H 1.365 -1.805 2.887
H 3.287 2.166 2.884
H 4.769 2.850 4.739
H 6.488 1.291 5.582
H 6.734 -0.954 4.588
H 5.258 -1.663 2.751
```